{"formula": "C11H20NP", "method": "ωB97M-V/def2-TZVPD", "elements": ["H", "H", "N", "H", "H", "P", "C", "C", "C", "H", "C", "C", "C", "H", "C", "C", "C", "H", "H", "H", "H", "C", "C", "H", "H", "H", "H", "H", "H", "H", "H", "H", "H"], "coordinates": [[-4.1926, 2.2462, 1.7354], [-1.2962, -2.2526, 2.3357], [-1.9048, -0.0773, 0.9748], [2.2271, -0.4100, 0.7638], [-0.1647, -1.2780, 2.9038], [-0.7118, -0.8603, 0.0152], [0.8351, 0.1809, -0.6623], [-3.4687, 1.3673, 1.7337], [1.7394, -2.1083, -1.9383], [1.7832, -0.0612, -2.7079], [-1.2730, -1.4641, 2.9642], [-3.1319, 0.4356, 2.7825], [1.9096, 0.5105, 0.3744], [-1.5306, -0.6512, -1.1329], [-2.1283, -0.3794, 2.2956], [-2.7535, 1.0161, 0.6279], [3.0352, 1.2034, -0.3458], [3.4558, 0.5442, -0.9742], [1.7998, -2.5523, -2.9024], [2.5862, 2.1925, -0.8432], [-1.8359, 2.1957, -1.0984], [-2.7596, 1.5025, -0.7874], [1.1325, -0.6313, -1.9587], [1.4369, 1.1532, 0.9975], [-1.6294, -1.5059, 4.0041], [3.7801, 1.4318, 0.3787], [-2.8387, 0.6865, -1.6417], [0.4109, 1.2874, -0.9397], [1.1109, -2.5939, -1.1407], [2.7210, -2.0420, -1.4990], [0.1814, -0.7014, -2.4395], [-3.5922, 0.4694, 3.8351], [-3.6553, 2.1312, -0.7922]], "orbital_gap_ev": 8.670, "charge": 0, "e_tot_ev": -22507.7169, "max_force_ha_per_bohr": 0.0927, "smiles": "CCC(CC)Pn1c(C)ccc1C", "de_lowest_ev": 1.493}

=====

{"formula": "C49H72ClFNO39P2", "method": "ωB97M-V/def2-TZVPD", "elements": ["H", "O", "O", "O", "C", "O", "C", "C", "O", "H", "O", "O", "H", "O", "O", "C", "C", "H", "O", "C", "H", "O", "H", "O", "H", "C", "H", "C", "O", "H", "O", "H", "H", "C", "Cl", "O", "O", "H", "H", "H", "C", "O", "C", "H", "O", "H", "H", "H", "O", "H", "C", "H", "C", "C", "C", "C", "O", "H", "O", "C", "H", "H", "C", "C", "H", "H", "H", "C", "C", "C", "H", "H", "H", "O", "H", "C", "C", "C", "H", "N", "O", "H", "C", "O", "C", "C", "H", "H", "H", "O", "O", "O", "H", "F", "O", "H", "H", "C", "H", "H", "C", "C", "C", "H", "H", "O", "H", "H", "C", "H", "H", "H", "H", "P", "C", "H", "O", "O", "C", "C", "H", "H", "H", "H", "H", "O", "O", "C", "H", "C", "C", "H", "H", "C", "H", "H", "H", "H", "H", "H", "H", "H", "H", "C", "H", "C", "C", "H", "C", "O", "P", "H", "O", "C", "H", "C", "C", "O", "C", "H", "H", "C", "O", "O", "O"], "coordinates": [[9.6354, -4.4323, 3.8402], [-2.2671, 7.5767, 0.8537], [-3.2298, 4.4158, 0.4926], [-1.0007, -6.2346, 0.4681], [1.3208, -0.2293, -1.3624], [1.0910, -4.1220, 3.2393], [5.6260, 3.2482, -1.6448], [-2.7489, -2.7891, 3.5452], [-7.2321, 4.5010, -1.4717], [2.6272, 9.0781, 0.7888], [-2.3859, -2.1636, -0.9546], [4.5842, 3.8981, -2.3584], [-2.9498, 4.6699, 3.9974], [3.9604, 0.0408, 2.7911], [4.4942, -6.2704, 1.2963], [5.1875, -1.9359, 7.4817], [-1.5265, -2.5833, -5.5439], [-4.5607, -1.8066, 1.6307], [3.1214, 4.8716, 0.8802], [-5.8732, 4.9205, -1.4650], [-1.3073, -4.4812, 1.9341], [3.3135, 7.1212, 0.6787], [5.5342, 1.2549, -0.8121], [-4.6920, 3.5756, 2.1225], [5.6527, 3.6390, -0.6229], [-2.4209, 2.0019, 0.0971], [-5.8666, 0.1883, -4.2986], [-7.3155, 3.4377, -2.3184], [-6.5379, -0.6064, -7.3370], [-4.8374, -3.5014, 0.9840], [4.5508, -0.2369, 0.4966], [-0.4203, -3.1098, -8.0490], [-5.1393, 0.0787, -1.5699], [4.9570, -5.2167, 3.2718], [-7.0874, -2.5331, -0.1491], [5.7612, -2.5021, 8.3706], [-0.0963, -5.0120, -1.2102], [-2.7808, -3.7699, 0.2146], [-1.9286, 3.8452, -1.0510], [2.4533, 8.2736, -0.7879], [2.6171, 5.9517, 0.7468], [6.6357, -6.3944, 0.5675], [-2.1001, 3.5943, 0.0671], [-5.0951, -2.3454, -1.5385], [3.8101, 1.8684, -1.7740], [4.9949, -5.4015, 4.3466], [3.0668, -1.6932, 1.2054], [0.0354, -1.7603, -2.3623], [-4.4324, -0.7660, -8.1707], [-7.9915, 0.1224, -6.0414], [-3.5907, 4.1234, 1.8560], [-1.8970, 5.3959, 2.5635], [9.4594, -5.3951, 4.3226], [-1.7561, -2.2560, 1.4500], [-5.3543, 4.4169, -2.7763], [4.7775, 0.1363, 1.8395], [-3.9572, 8.1717, 2.2432], [-1.0267, -1.4805, -8.4257], [4.7604, -0.6445, 7.5416], [-2.5041, -2.7925, -7.5437], [-5.9353, 8.2227, 2.8730], [4.8076, -4.1465, 3.1006], [-4.4400, -2.4590, 0.6886], [-5.3206, 8.4949, 2.0135], [-4.8571, 0.2004, 0.3050], [7.0670, 0.0440, 2.1957], [0.4241, -2.1272, -0.6078], [4.3421, -0.2809, 6.2315], [0.1047, -1.2629, -1.3148], [9.0091, -5.2493, 5.7438], [3.4809, 0.3876, 6.2697], [-1.3877, -0.7990, -3.7596], [-3.3041, 1.7884, -0.5943], [-8.2830, 2.7363, -2.4327], [-6.0035, 6.6856, 1.0381], [-1.2583, -6.0027, -2.9084], [-7.0373, -0.4062, -6.0197], [6.2144, 0.8065, 2.1868], [-6.5659, 0.0548, -0.3576], [-3.5700, -3.5357, 4.0410], [1.2773, 6.1684, 0.6434], [-3.5141, -0.9594, -2.9114], [3.4895, 3.0865, -2.2929], [-4.4111, 7.5988, 0.1177], [2.0311, 0.0192, 0.0889], [-2.4718, 4.4936, 2.9759], [-2.7589, -3.6058, -8.2261], [-5.3661, 4.4621, -0.6114], [-6.0837, 1.4718, -5.5091], [-1.0440, -1.1030, 0.9313], [10.6705, -6.1288, 4.4421], [11.3926, -7.6540, 5.9546], [5.6005, 1.2984, -2.5882], [0.8568, -1.8656, 2.9847], [-6.1603, 3.2720, -3.0201], [-1.1354, 3.8539, 0.6522], [3.4690, -1.6755, -0.5826], [10.6107, -6.8089, 5.6200], [0.8940, -5.7584, -2.8477], [5.1666, 0.2306, 5.7260], [0.4484, -3.2078, 2.6538], [3.3031, -0.9752, 0.3275], [-1.0972, -2.3133, -7.7242], [-5.8030, 6.0058, -1.3787], [-4.2977, 4.1473, -2.7310], [-2.5372, 1.2885, -3.0486], [-5.4052, 9.5725, 1.8435], [-2.6467, 1.6453, 1.1780], [-5.3548, -1.9157, -0.5134], [2.9631, -5.5518, 2.5041], [2.4471, 1.1017, 0.1161], [-5.5030, 5.1344, -3.5894], [1.2990, -0.0534, 0.9623], [-1.5664, -0.6174, -0.6914], [-0.8710, -6.0096, -0.7043], [4.2089, -1.6091, 4.5309], [-2.5210, -3.2404, -6.1941], [-0.7307, -1.9031, -6.4129], [-5.9537, 0.3954, -5.3662], [5.2205, 1.8076, -1.6971], [7.9221, -5.2274, 5.8367], [2.1570, -0.7426, -1.9895], [-0.0071, -4.2526, -3.1411], [-0.2320, -3.7930, 0.6188], [0.8279, 7.8318, 1.7628], [9.5481, -6.4049, 6.3704], [-1.4781, -6.7149, -1.6964], [-0.0231, -5.2085, -2.6148], [9.4244, -4.3592, 6.2258], [-5.6556, 7.6938, 0.7939], [-0.7597, -3.5187, 1.6109], [-0.6823, 1.7603, -1.2607], [-6.4015, 8.1837, 0.1655], [4.0150, -1.5997, 5.6040], [-1.1228, -6.6910, -3.7444], [6.4938, 1.6012, 1.3916], [6.5932, 3.4274, -2.1180], [3.7825, -7.0256, 3.0703], [8.7549, -5.9723, 3.7169], [-0.3540, 1.3231, 0.5541], [6.2024, 1.3347, 3.1977], [-2.8125, -0.2659, -0.0502], [2.9786, -1.9020, 5.7804], [-5.1847, -0.4897, -7.2715], [-7.1819, -1.3809, -5.5445], [-2.8767, -2.6162, 0.3324], [1.0736, 7.5725, 0.7288], [-1.7200, 3.6282, 3.0421], [-5.4901, -0.2896, -0.5276], [4.8793, -2.5026, 6.2834], [-2.2634, -0.2210, -2.7791], [-3.2380, -1.9865, -7.6572], [6.1694, -5.6176, 2.6459], [-1.0706, 1.1898, -0.3304], [1.1149, 0.7546, -1.9246], [2.3934, 8.1330, 0.2955], [-3.4350, 7.7649, 1.0523], [-1.3748, -2.5979, -4.3524], [5.8404, -6.1199, 1.4224], [0.2540, 7.8860, 0.0808], [-2.1264, -5.3677, -3.1077], [3.9273, -6.0569, 2.5827], [-2.1860, -1.7427, 2.7607], [2.3899, 3.4046, -2.6460], [-4.7859, -0.0226, -6.0607]], "orbital_gap_ev": 6.916, "charge": -1, "e_tot_ev": -167137.3953, "max_force_ha_per_bohr": 0.1212}

=====

{"formula": "C4H4N2S2", "method": "ωB97M-V/def2-TZVPD", "elements": ["C", "H", "N", "C", "N", "C", "S", "S", "H", "H", "H", "C"], "coordinates": [[-0.7228, 0.2596, 1.1830], [-1.6987, 1.8256, -0.5386], [-0.3029, 0.3313, -0.1338], [-0.9147, 1.2758, -1.0742], [1.8087, -2.1381, 1.0867], [1.3108, -1.3732, 0.3608], [1.3044, -0.4621, -2.1288], [-1.9015, 1.1187, 1.8960], [-1.3195, 0.7260, -1.9096], [-0.1497, 1.9277, -1.4387], [-0.1880, -0.4807, 1.7440], [0.7214, -0.4716, -0.6033]], "orbital_gap_ev": 7.688, "charge": 0, "e_tot_ev": -28862.2603, "max_force_ha_per_bohr": 0.0413, "smiles": "CN(C=S)C(=S)C#N", "de_lowest_ev": 1.279}

=====

{"formula": "CH2CrF3O4S", "method": "ωB97M-V/def2-TZVPD", "elements": ["F", "O", "C", "O", "O", "H", "H", "Cr", "S", "F", "O", "F"], "coordinates": [[1.3995, -0.6978, -1.8109], [1.2891, 0.0912, 0.9363], [0.2119, -0.9709, -1.2622], [-0.1510, 1.4988, -0.8640], [-1.5758, -0.3701, 0.3176], [0.4189, 1.6196, 1.8686], [1.9735, -0.1867, 0.3109], [-2.3519, 0.5816, 1.9091], [-0.2650, 0.3324, 0.0244], [-0.6817, -0.9870, -2.2414], [-0.5363, 1.2727, 1.5316], [0.2688, -2.1840, -0.7200]], "orbital_gap_ev": [6.588, 9.853], "charge": 0, "e_tot_ev": -56664.8555, "max_force_ha_per_bohr": 0.0837, "de_lowest_ev": 1.874, "multiplicity": 6}

=====

{"formula": "C6H12Cl12", "method": "ωB97M-V/def2-TZVPD", "elements": ["Cl", "H", "Cl", "C", "Cl", "H", "H", "H", "C", "C", "Cl", "Cl", "C", "H", "H", "Cl", "Cl", "H", "C", "H", "Cl", "H", "Cl", "Cl", "H", "H", "Cl", "H", "C", "Cl"], "coordinates": [[-3.8320, -4.4590, 1.5340], [3.4274, 3.2111, -2.0211], [3.4635, 4.3443, 0.0736], [-4.9392, -3.1358, 1.1683], [-0.4321, 0.3833, 1.7812], [0.1182, -0.0798, -3.4855], [0.3057, 2.9219, 4.3795], [-4.5472, -2.4731, 0.4076], [-0.8550, 0.0150, -3.9570], [2.6943, 3.7103, -1.4017], [1.3860, 2.5746, -0.9715], [2.7087, -0.5633, -1.2896], [-0.5814, -0.3796, 0.1971], [-5.0743, -2.5665, 2.0821], [4.4573, -1.8413, -0.4384], [3.0172, -3.4431, -1.3620], [-2.1319, -1.2281, 0.0384], [-0.6415, 1.3992, 4.4843], [3.8710, -1.8793, -1.3493], [-0.7438, 0.4506, -4.9429], [-0.0288, 2.1532, 6.6255], [4.5099, -1.8274, -2.2218], [-1.7093, 1.2087, -2.9329], [-6.5214, -3.7618, 0.6629], [2.2360, 4.5431, -1.9191], [-0.5282, 0.3561, -0.5951], [-1.6697, -1.5163, -4.0579], [0.1894, -1.1372, 0.1384], [0.1810, 1.9751, 4.8875], [1.6702, 1.0449, 4.4855]], "orbital_gap_ev": 11.043, "charge": 0, "e_tot_ev": -156685.6362, "max_force_ha_per_bohr": 0.0192, "smiles": "ClCCl.ClCCl.ClCCl.ClCCl.ClCCl.ClCCl", "de_lowest_ev": 0.354}

=====

{"formula": "C19H28BCaN7Si", "method": "ωB97M-V/def2-TZVPD", "elements": ["H", "H", "N", "H", "C", "N", "C", "C", "C", "C", "H", "H", "C", "C", "H", "C", "C", "C", "H", "H", "C", "Ca", "H", "H", "H", "H", "H", "H", "H", "N", "H", "N", "H", "C", "H", "C", "H", "Si", "C", "N", "H", "N", "H", "H", "C", "C", "H", "N", "H", "H", "C", "H", "C", "H", "B", "H", "C"], "coordinates": [[1.7624, -1.9654, 1.7497], [-1.3136, 3.2606, -0.9595], [0.3127, -0.8713, -3.0923], [1.0020, 4.5469, -1.5370], [3.9429, -2.1088, -1.0332], [2.8584, -1.3135, -1.1776], [-0.4229, -1.2042, -4.1829], [1.1830, 2.5899, -0.5643], [-2.1787, 2.7902, -0.4715], [0.0440, -0.3374, 3.3779], [5.4571, -2.8920, -2.4558], [-2.3566, -2.2822, -4.3439], [-0.1945, -1.2099, 4.4387], [-0.9323, -0.2242, 2.3407], [3.9028, -1.4980, -4.2427], [-2.2717, -1.9540, 3.3926], [1.1568, 3.4796, -1.6381], [-2.0407, -1.1188, 2.3095], [-2.9428, 3.5687, -0.3011], [-3.4141, 1.2362, 2.9735], [-1.5612, -1.9248, -3.7531], [0.7861, -0.4065, 0.2829], [-2.5983, 2.0422, -1.1611], [0.5179, -1.2565, 5.2600], [-2.0982, -2.5139, -1.6878], [-1.5392, -2.6632, 5.2921], [1.4302, 2.9051, -3.7976], [-0.9702, 2.8896, 3.3851], [1.9415, 0.2051, -4.2354], [2.7834, -0.9892, -2.5147], [-4.0546, 0.8908, 1.3425], [-0.2800, -1.3636, -1.9381], [4.2609, -2.5256, -0.0812], [1.1556, -2.7935, 1.2768], [1.0497, 2.7737, 0.5029], [3.7867, -1.6108, -3.1847], [0.6329, -2.5204, 0.2975], [-1.8587, 2.0911, 1.2335], [1.3430, 2.6626, -2.7587], [1.3720, 1.3225, -0.9926], [-0.1810, 3.7778, 2.0466], [-0.8086, 0.7339, 1.3534], [-4.1031, 2.5688, 1.9831], [-2.7508, -1.0267, 1.4857], [-1.1314, 3.3563, 2.4003], [-3.5222, 1.6345, 1.9529], [-0.1386, -0.9207, -5.1698], [1.4536, 1.3638, -2.3670], [1.8579, -3.6026, 1.0011], [0.9156, 0.3244, 3.3496], [-1.3506, -2.0021, 4.4479], [0.3713, -3.1591, 1.9735], [-1.4030, -2.0098, -2.3419], [-1.8855, 4.1511, 2.4913], [1.6388, -0.0307, -3.1017], [-3.1878, -2.5440, 3.4164], [4.5719, -2.3218, -2.2726]], "orbital_gap_ev": [6.453, 3.930], "charge": 2, "e_tot_ev": -57567.8560, "max_force_ha_per_bohr": 0.0733}

=====

{"formula": "C3H4N2O", "method": "ωB97M-V/def2-TZVPD", "elements": ["H", "O", "H", "C", "N", "N", "H", "C", "C", "H"], "coordinates": [[-1.5668, -1.7986, -0.0011], [-2.7426, 0.8584, -0.0066], [2.0064, 1.7694, 0.0008], [1.2849, -0.3609, 0.0611], [-1.0786, -0.8763, -0.1577], [0.2427, -1.3369, 0.0870], [0.2555, 1.4666, -0.2861], [-1.7296, 0.1844, 0.0696], [1.1745, 0.9937, -0.0361], [2.1535, -0.8997, 0.2692]], "orbital_gap_ev": [7.488, 6.038], "charge": 0, "e_tot_ev": -8198.4548, "max_force_ha_per_bohr": 0.1099, "de_lowest_ev": 5.431}

=====

{"formula": "C9H13N3", "method": "ωB97M-V/def2-TZVPD", "elements": ["H", "C", "H", "H", "H", "C", "H", "H", "H", "C", "H", "H", "C", "H", "C", "C", "N", "N", "H", "C", "N", "C", "C", "H", "H"], "coordinates": [[-3.2729, 1.1004, 2.8814], [3.4324, -0.5108, 0.9528], [-4.6124, 0.1226, 2.2769], [-2.0762, 1.1047, 0.7253], [3.8788, -0.1973, -2.3054], [-0.2122, -3.3008, -0.5937], [-4.3192, 1.5697, 1.4553], [-1.0999, -0.3222, -1.0519], [4.5826, 1.1645, -1.4194], [2.3900, -0.1217, 1.7216], [2.1388, -0.3392, 2.7434], [1.5313, 1.2843, -1.0049], [2.0792, 0.7417, -0.1608], [5.0307, -0.4803, -1.1785], [-2.4702, -0.9159, 0.5361], [-1.3426, -1.1444, -0.3705], [3.2508, 0.0576, -0.2656], [1.5255, 0.6735, 1.0583], [-0.5559, -4.1269, -1.2231], [-2.7880, 0.3686, 0.9303], [-0.9268, -2.3284, -0.5884], [-3.7610, 0.7759, 1.9889], [4.1757, 0.1654, -1.3446], [4.1644, -1.1685, 1.1986], [-2.8346, -1.7436, 1.1114]], "orbital_gap_ev": [7.914, 7.915], "charge": 0, "e_tot_ev": -14009.7331, "max_force_ha_per_bohr": 0.0812, "de_lowest_ev": 3.478}